# 1
39
Properties=species:S:1:pos:R:3:lowdin_charge:R:1 method="wB97M-V/def2-TZVPD" orbital_gap_ev="6.6 / 6.4" multiplicity=2 energy_ha=-7576.3608 lumo_energy_ha="-0.0218 / -0.0284" e_above_lowest_kj_mol=0.0
C -2.03 -0.32 -1.73 -0.221
C 0.08 -2.82 -1.12 -0.121
C -0.92 0.11 -2.54 -0.090
H -2.95 0.07 -2.21 0.121
C 1.16 -2.11 -1.45 -0.111
H 0.10 -3.50 -0.27 0.100
H -0.86 1.21 -2.61 0.107
H 2.10 -2.19 -0.88 0.112
C -0.02 -0.67 -3.35 -0.214
H 0.38 0.09 -4.06 0.120
H -0.56 -1.41 -3.96 0.108
C -2.30 -1.82 -1.55 -0.168
H -3.15 -2.06 -2.21 0.114
H -2.65 -1.98 -0.52 0.116
C -1.22 -2.85 -1.87 -0.206
H -1.05 -2.91 -2.95 0.100
H -1.68 -3.81 -1.59 0.114
C 1.26 -1.34 -2.73 -0.166
H 1.61 -2.02 -3.52 0.118
H 2.03 -0.56 -2.63 0.111
Cu -1.75 1.73 -0.14 0.532
H -2.08 0.23 -0.67 0.062
Br 0.33 5.57 0.72 0.767
C 0.64 3.97 1.68 -0.616
C 1.03 4.03 3.01 -0.177
C 1.26 2.87 3.76 -0.621
Br 1.82 3.05 5.57 0.739
C 1.05 1.58 3.20 -0.195
C 1.28 0.37 3.88 -0.042
C 1.06 -0.84 3.25 -0.046
C 0.57 -0.82 1.92 -0.125
N 0.28 0.31 1.28 0.110
C 0.57 1.49 1.84 -0.156
C 0.33 2.72 1.07 -0.414
O -0.16 2.74 -0.12 -0.200
H 1.16 4.99 3.48 0.086
H 1.62 0.42 4.91 0.071
H 1.26 -1.79 3.73 0.100
H 0.39 -1.75 1.39 0.082

***

# 2
40
Properties=species:S:1:pos:R:3:lowdin_charge:R:1 method="wB97M-V/def2-TZVPD" charge=-1 orbital_gap_ev="6.8 / 6.8" multiplicity=2 energy_ha=-4331.1938 lumo_energy_ha="0.0951 / 0.0951"
C -1.21 -2.07 -2.40 -0.232
C -0.43 -0.87 -2.50 -0.187
C 0.58 -0.91 -1.49 -0.183
H -0.55 -0.07 -3.24 0.103
C 0.42 -2.11 -0.74 -0.158
C -0.67 -2.84 -1.31 -0.217
H -0.99 -3.85 -1.03 0.091
H -1.98 -2.39 -3.10 0.099
H 1.42 -0.22 -1.39 0.098
H 1.10 -2.46 0.05 0.094
Ce -2.31 -0.59 -0.25 0.684
Br -3.81 1.47 -1.17 0.243
C -4.12 -1.52 1.22 -0.216
C -3.33 -2.64 0.80 -0.199
C -3.51 -2.79 -0.61 -0.229
H -2.72 -3.29 1.44 0.117
C -4.35 -1.74 -1.09 -0.244
C -4.77 -0.99 0.06 -0.324
H -5.54 -0.22 0.08 0.079
H -4.29 -1.19 2.24 0.116
H -3.13 -3.61 -1.22 0.104
H -4.59 -1.52 -2.12 0.113
C 5.57 2.80 1.02 -0.067
C 4.13 2.38 1.04 -0.289
C 3.19 3.21 0.44 -0.048
C 1.85 2.85 0.39 -0.042
C 1.44 1.66 0.99 -0.254
C 2.38 0.79 1.56 -0.042
C 3.72 1.16 1.59 -0.040
S -0.31 1.32 1.01 0.508
O -0.95 2.35 1.77 -0.280
O -0.68 1.28 -0.45 -0.474
O -0.58 -0.09 1.51 -0.419
H 5.94 2.95 0.00 0.082
H 5.70 3.75 1.55 0.079
H 6.21 2.05 1.50 0.069
H 3.54 4.14 -0.01 0.115
H 1.12 3.48 -0.13 0.124
H 2.03 -0.17 1.95 0.114
H 4.46 0.48 2.02 0.108

***

# 3
36
Properties=species:S:1:pos:R:3:lowdin_charge:R:1 method="wB97M-V/def2-TZVPD" charge=-1 orbital_gap_ev=4.8 energy_ha=-4467.5175 lumo_energy_ha=0.1047 e_above_lowest_kj_mol=374.8
C -1.17 -0.76 -1.82 -0.240
C -1.22 -1.75 -0.83 -0.263
C -1.94 -1.21 0.27 -0.287
H -0.76 -2.72 -0.87 0.092
C -2.34 0.09 -0.06 -0.214
C -1.84 0.39 -1.33 -0.225
H -1.96 1.33 -1.85 0.105
H -0.70 -0.85 -2.78 0.105
H -2.10 -1.70 1.22 0.088
H -2.88 0.77 0.59 0.103
Lu 0.00 0.00 0.00 1.075
Br 0.81 -1.84 1.58 0.163
C 1.97 1.14 0.35 -0.241
C 1.15 1.91 -0.51 -0.207
C 0.98 1.19 -1.70 -0.241
H 0.69 2.86 -0.27 0.109
C 1.69 -0.04 -1.57 -0.222
C 2.32 -0.04 -0.32 -0.275
H 2.92 -0.84 0.09 0.068
H 2.23 1.40 1.36 0.098
H 0.42 1.50 -2.55 0.105
H 1.75 -0.83 -2.30 0.109
C -0.47 0.55 2.48 -0.259
C -0.37 1.02 3.93 -0.307
C -1.45 0.82 4.81 -0.093
C -1.37 1.19 6.15 -0.136
C -0.20 1.77 6.65 -0.171
C 0.89 1.98 5.80 -0.135
C 0.81 1.62 4.45 -0.083
H -1.47 0.10 2.40 0.024
H 0.49 0.87 2.18 -0.053
H -2.37 0.36 4.46 0.090
H -2.21 1.03 6.81 0.080
H -0.13 2.05 7.69 0.069
H 1.80 2.42 6.18 0.081
H 1.68 1.78 3.82 0.085

***

# 4
51
Properties=species:S:1:pos:R:3:lowdin_charge:R:1 method="wB97M-V/def2-TZVPD" charge=-2 orbital_gap_ev="7.4 / 7.2" multiplicity=2 energy_ha=-4967.6969 lumo_energy_ha="0.1409 / 0.1409" e_above_lowest_kj_mol=116.9
Ru 0.03 -0.47 -0.65 1.396
O -2.36 -1.31 1.03 -0.168
P -2.73 -2.10 -0.33 0.183
O -4.16 -2.44 -0.35 -0.296
O -2.07 -1.26 -1.41 -0.383
O -1.78 -3.41 -0.15 -0.272
P -0.52 -3.69 -1.13 0.217
O -1.15 -3.66 -2.61 -0.138
O 0.07 -5.00 -0.84 -0.282
O 0.39 -2.45 -1.02 -0.432
H -2.41 -1.88 1.81 0.083
H -1.57 -2.78 -2.73 0.047
O 6.71 1.45 -0.72 -0.056
C 6.35 0.26 -0.66 -0.698
O 7.03 -0.79 -0.55 -0.065
C 4.82 0.03 -0.72 -0.091
C 4.27 -1.24 -0.59 0.014
C 2.91 -1.43 -0.65 -0.085
N 2.06 -0.41 -0.87 -0.025
C 2.58 0.83 -1.00 -0.163
C 3.94 1.08 -0.93 0.066
C 1.55 1.87 -1.30 -0.583
O 1.82 3.05 -1.42 0.064
O 0.38 1.35 -1.48 -0.165
H 4.94 -2.07 -0.44 0.113
H 2.45 -2.40 -0.55 0.100
H 4.30 2.09 -1.04 0.127
Br 0.51 0.19 5.89 0.650
C 0.52 0.04 3.99 -0.705
C 0.24 1.15 3.22 -0.140
C 0.22 1.02 1.83 -0.084
C 0.48 -0.21 1.22 -0.274
C 0.79 -1.31 2.03 -0.095
C 0.81 -1.19 3.42 -0.143
H 0.04 2.10 3.69 0.093
H 0.01 1.89 1.22 0.100
H 1.00 -2.27 1.58 0.098
H 1.04 -2.04 4.04 0.094
C -3.64 2.78 -1.65 -0.168
C -4.29 2.27 -0.36 -0.161
C -3.10 1.72 0.43 -0.188
O -2.00 1.59 -0.48 -0.211
C -2.49 1.80 -1.81 -0.216
H -3.27 3.79 -1.53 0.109
H -4.32 2.75 -2.50 0.104
H -5.00 1.47 -0.58 0.109
H -4.82 3.05 0.18 0.098
H -3.32 0.75 0.88 0.094
H -2.79 2.41 1.22 0.114
H -2.83 0.85 -2.23 0.105
H -1.65 2.18 -2.39 0.110

***

# 5
40
Properties=species:S:1:pos:R:3:lowdin_charge:R:1 method="wB97M-V/def2-TZVPD" charge=-1 orbital_gap_ev=7.1 energy_ha=-3894.4825 lumo_energy_ha=0.0950
C 2.93 -0.08 1.93 -0.225
C 1.76 0.73 2.02 -0.270
C 0.63 -0.07 1.69 -0.206
H 1.71 1.79 2.28 0.063
C 1.10 -1.38 1.39 -0.176
C 2.52 -1.38 1.48 -0.216
H 3.15 -2.24 1.30 0.087
H 3.93 0.22 2.25 0.096
H -0.41 0.23 1.77 0.089
H 0.48 -2.27 1.22 0.087
Y 2.11 0.58 -0.64 1.126
Br 2.99 3.08 -0.06 -0.015
C 3.00 -0.36 -2.78 -0.213
C 3.34 -1.26 -1.72 -0.216
C 4.28 -0.59 -0.86 -0.228
H 3.02 -2.30 -1.62 0.110
C 4.50 0.72 -1.37 -0.287
C 3.72 0.86 -2.57 -0.224
H 3.72 1.73 -3.23 0.102
H 2.41 -0.62 -3.66 0.108
H 4.76 -1.00 0.03 0.097
H 5.18 1.45 -0.95 0.073
C -5.96 -0.30 1.58 -0.065
C -4.63 -0.15 0.87 -0.279
C -4.20 1.14 0.54 -0.053
C -3.01 1.35 -0.15 -0.052
C -2.21 0.28 -0.54 -0.260
C -2.59 -1.01 -0.15 -0.047
C -3.78 -1.22 0.55 -0.038
S -0.78 0.63 -1.57 0.509
O -1.27 0.96 -2.88 -0.292
O -0.05 1.72 -0.85 -0.441
O 0.16 -0.55 -1.50 -0.425
H -5.97 0.27 2.52 0.080
H -6.80 0.09 0.97 0.079
H -6.19 -1.35 1.81 0.069
H -4.82 1.99 0.83 0.113
H -2.72 2.37 -0.38 0.119
H -1.93 -1.84 -0.41 0.111
H -4.07 -2.23 0.88 0.109

***

# 6
43
Properties=species:S:1:pos:R:3:lowdin_charge:R:1 method="wB97M-V/def2-TZVPD" orbital_gap_ev=8.1 energy_ha=-2002.1081 lumo_energy_ha=-0.0141 e_above_lowest_kj_mol=42.9
O 1.42 1.73 -0.38 0.067
C 0.87 0.65 -0.55 -0.368
N 0.77 0.03 -1.73 0.108
H 0.38 -0.90 -1.76 0.154
C 1.58 0.45 -2.85 -0.096
H 1.02 0.32 -3.78 0.134
H 1.81 1.51 -2.70 0.130
C 2.89 -0.37 -2.90 -0.325
H 2.66 -1.40 -3.18 0.151
C 3.93 0.29 -3.82 -0.122
H 4.63 -0.47 -4.16 0.117
H 3.47 0.76 -4.68 0.115
C 4.61 1.28 -2.87 -0.139
H 4.19 2.28 -2.98 0.109
C 4.32 0.72 -1.47 -0.173
H 5.22 0.39 -0.95 0.122
O 3.49 -0.42 -1.63 -0.098
H 3.81 1.46 -0.85 0.107
H 5.68 1.34 -3.07 0.108
C 0.18 -0.05 0.56 -0.077
C 0.05 0.23 1.90 0.032
C -0.74 -0.87 2.39 -0.293
N -1.01 -1.69 1.41 0.137
O -0.45 -1.21 0.28 0.034
C -1.29 -1.06 3.74 -0.361
H -1.55 -2.10 3.92 0.084
H -0.62 -0.67 4.50 0.078
S -2.79 0.00 3.90 0.982
C -3.77 -0.51 2.52 -0.533
C -3.81 -1.82 2.06 -0.112
C -4.61 -2.13 0.97 -0.071
C -5.38 -1.17 0.35 -0.111
C -5.34 0.13 0.83 -0.676
C -4.54 0.47 1.91 -0.137
H -4.51 1.49 2.27 0.101
Cl -6.30 1.36 0.07 0.672
H -6.00 -1.41 -0.50 0.102
H -4.64 -3.15 0.61 0.108
H -3.23 -2.59 2.53 0.098
C 0.60 1.32 2.77 -0.480
O 0.46 1.27 3.96 0.109
O 1.24 2.31 2.17 0.141
H 1.33 2.21 1.19 0.073

***

# 7
49
Properties=species:S:1:pos:R:3:lowdin_charge:R:1 method="wB97M-V/def2-TZVPD" charge=+1 orbital_gap_ev="6.6 / 6.7" multiplicity=5 energy_ha=-4374.7974 lumo_energy_ha="-0.1724 / -0.2227" e_above_lowest_kj_mol=0.0
Ir 0.18 -0.55 -0.45 1.301
F -1.38 -2.73 0.55 -0.084
C -1.32 -1.40 0.92 -0.448
F -2.54 -0.86 0.68 -0.024
H -1.11 -1.35 1.99 0.108
C 2.22 -2.62 1.49 -0.241
P 2.32 -1.31 0.24 0.649
C 3.24 0.05 0.99 -0.238
C 3.37 -1.98 -1.08 -0.246
H 3.22 -2.93 1.78 0.064
H 1.68 -3.47 1.09 0.055
H 1.69 -2.24 2.36 0.056
H 4.21 -0.31 1.36 0.065
H 2.67 0.47 1.81 0.057
H 3.40 0.83 0.25 0.058
H 4.33 -2.29 -0.67 0.064
H 3.53 -1.21 -1.84 0.052
H 2.88 -2.84 -1.54 0.054
O 0.99 3.31 0.19 0.155
C 0.16 2.52 -0.14 -0.518
O 0.16 1.26 0.33 -0.262
C -0.92 2.84 -1.13 -0.110
C -2.04 2.03 -1.29 0.050
C -2.93 2.33 -2.31 -0.104
C -2.77 3.41 -3.15 0.099
C -1.66 4.20 -2.95 -0.101
C -0.73 3.95 -1.96 0.091
N -1.42 5.33 -3.87 -0.345
O -0.44 6.01 -3.67 0.108
O -2.22 5.49 -4.77 0.105
N -4.07 1.41 -2.54 -0.332
O -4.92 1.76 -3.32 0.126
O -4.05 0.36 -1.93 0.052
H -2.23 1.18 -0.66 0.107
H -3.48 3.62 -3.94 0.142
H 0.13 4.58 -1.83 0.144
Se -2.11 -2.27 -2.42 1.256
N -0.83 -0.99 -2.26 -0.418
C -0.85 -0.25 -3.38 -0.365
C 0.01 0.84 -3.68 -0.036
C -0.18 1.50 -4.85 -0.036
C -1.20 1.13 -5.79 -0.040
C -2.01 0.07 -5.55 0.011
C -1.84 -0.66 -4.34 -0.365
N -2.57 -1.72 -4.00 -0.191
H 0.78 1.13 -2.98 0.105
H 0.46 2.34 -5.10 0.123
H -1.30 1.70 -6.69 0.120
H -2.77 -0.25 -6.25 0.130

***

# 8
47
Properties=species:S:1:pos:R:3:lowdin_charge:R:1 method="wB97M-V/def2-TZVPD" orbital_gap_ev=9.4 energy_ha=-2617.3256 lumo_energy_ha=-0.0249 e_above_lowest_kj_mol=1.9
Sc -0.63 -0.83 0.02 1.052
O 1.78 -1.68 -3.28 0.106
C 1.33 -1.46 -2.18 -0.546
O 0.08 -1.34 -1.85 -0.116
C 2.25 -1.27 -0.98 -0.149
C 3.62 -1.40 -0.95 0.036
C 4.27 -1.22 0.27 -0.013
C 3.54 -0.93 1.42 0.034
C 2.17 -0.82 1.30 -0.157
N 1.57 -0.97 0.12 0.070
C 1.17 -0.52 2.40 -0.553
O 1.54 -0.27 3.52 0.109
O -0.06 -0.56 1.96 -0.109
H 4.15 -1.65 -1.86 0.128
H 5.34 -1.32 0.33 0.115
H 4.00 -0.80 2.38 0.128
C 0.03 4.03 1.26 -0.045
C 0.51 2.61 0.92 -0.365
C 1.86 2.66 0.21 -0.054
C -0.57 1.89 0.15 -0.229
C -1.74 1.50 0.81 -0.048
C -2.77 0.86 0.13 -0.046
C -2.69 0.60 -1.25 -0.285
C -3.80 -0.11 -1.96 -0.014
C -1.52 0.99 -1.90 -0.038
C -0.48 1.61 -1.21 -0.030
H 0.77 4.55 1.87 0.086
H -0.91 4.01 1.81 0.080
H -0.12 4.61 0.34 0.091
H 0.64 2.07 1.87 0.136
H 1.81 3.30 -0.68 0.088
H 2.21 1.68 -0.09 0.068
H 2.61 3.09 0.88 0.091
H -1.82 1.65 1.88 0.141
H -3.64 0.53 0.68 0.140
H -3.84 -1.15 -1.63 0.082
H -3.64 -0.10 -3.04 0.090
H -4.76 0.35 -1.73 0.093
H -1.40 0.75 -2.95 0.136
H 0.43 1.86 -1.76 0.129
F -0.12 -3.27 0.35 -0.356
Te -1.96 -3.79 0.39 1.826
F -1.89 -4.13 -1.43 -0.333
F -3.71 -4.36 0.44 -0.336
F -1.39 -5.53 0.60 -0.327
F -1.93 -3.70 2.23 -0.335
O -2.30 -2.02 0.17 -0.569

***

# 9
36
Properties=species:S:1:pos:R:3:lowdin_charge:R:1 method="wB97M-V/def2-TZVPD" charge=-1 orbital_gap_ev="3.9 / 6.9" multiplicity=8 energy_ha=-1478.1779 lumo_energy_ha="0.1113 / 0.1085"
C -0.31 0.31 -1.97 -0.265
C -1.46 -0.47 -1.63 -0.257
C -1.11 -1.85 -1.74 -0.267
C 0.26 -1.92 -2.17 -0.266
C 0.75 -0.58 -2.31 -0.263
Gd 0.31 -0.83 0.12 1.121
N -0.01 1.33 0.86 -0.293
C -1.07 2.18 1.40 -0.457
C -2.19 1.30 1.78 -0.017
H -1.79 -2.69 -1.60 0.082
H -2.45 -0.07 -1.41 0.095
H 0.79 -2.84 -2.42 0.094
H 1.74 -0.29 -2.66 0.101
H -0.27 1.40 -2.01 0.098
H -2.88 0.96 1.01 0.030
H -1.43 2.86 0.61 0.085
H 0.71 1.96 0.52 0.017
H -2.11 0.78 2.72 0.034
H -0.74 2.73 2.31 0.087
C 4.41 0.42 4.12 -0.113
C 3.10 0.81 3.77 -0.104
C 2.56 0.42 2.56 -0.058
C 3.28 -0.42 1.66 -0.214
C 2.74 -0.95 0.47 -0.242
C 3.47 -1.74 -0.39 -0.166
C 4.82 -2.09 -0.05 -0.104
C 5.38 -1.63 1.13 -0.077
C 4.64 -0.80 2.02 -0.186
C 5.17 -0.36 3.26 -0.067
H 4.83 0.74 5.08 0.086
H 2.52 1.42 4.46 0.091
H 1.56 0.77 2.24 0.053
H 3.05 -2.12 -1.32 0.064
H 5.40 -2.72 -0.73 0.085
H 6.40 -1.90 1.41 0.095
H 6.19 -0.65 3.51 0.097

***

# 10
40
Properties=species:S:1:pos:R:3:lowdin_charge:R:1 method="wB97M-V/def2-TZVPD" orbital_gap_ev=8.1 energy_ha=-1047.6104 lumo_energy_ha=0.0106 e_above_lowest_kj_mol=1175.9
C 1.33 -5.30 -1.71 -0.128
N 2.28 -4.36 -1.34 -0.154
C 2.11 -3.29 -0.44 -0.547
O 3.07 -2.65 -0.25 0.158
O 0.77 -3.30 -0.31 0.111
C 0.63 -2.18 0.54 -0.327
C -0.12 -2.37 1.56 0.007
C -0.84 -1.38 2.47 0.065
C -0.37 -0.10 2.19 -0.141
C 0.54 0.22 1.06 0.048
C 1.04 -0.93 0.53 -0.052
H 1.62 -0.85 -0.40 0.141
H 0.79 1.16 0.66 0.093
O -0.74 0.99 3.10 -0.035
C -0.54 2.23 2.75 -0.271
C -0.89 2.86 1.49 -0.179
N -1.73 2.28 0.51 0.179
C -2.02 3.14 -0.35 -0.335
C -2.97 3.04 -1.34 -0.004
C -2.93 4.12 -2.20 -0.253
C -2.55 5.25 -1.92 -0.107
C -1.54 5.46 -0.69 0.048
C -1.49 4.40 0.14 -0.207
N -0.68 4.20 1.25 0.214
H -0.56 4.76 1.89 0.047
H -1.35 6.53 -0.49 0.096
H -2.67 6.19 -2.75 0.163
H -3.67 4.02 -2.99 0.115
H -3.16 2.00 -1.74 0.138
H -0.76 2.90 3.60 0.152
H 0.62 2.40 2.85 0.168
H -1.52 -1.54 3.25 0.093
H -0.63 -3.34 1.95 0.149
C 3.65 -4.88 -1.94 0.022
H 4.39 -4.13 -1.52 0.088
H 3.97 -5.80 -1.24 0.134
H 3.51 -4.92 -2.90 0.002
H 1.49 -5.38 -2.78 0.076
H 0.35 -4.99 -1.33 0.083
H 1.57 -6.44 -1.14 0.150

***

# 11
40
Properties=species:S:1:pos:R:3:lowdin_charge:R:1 method="wB97M-V/def2-TZVPD" orbital_gap_ev=8.2 energy_ha=-1693.9023 lumo_energy_ha=-0.0041 e_above_lowest_kj_mol=0.0
O -0.79 -2.28 2.31 0.100
N 1.95 -1.28 1.85 -0.210
N 4.25 1.07 -0.11 0.086
S 3.05 4.75 -2.41 1.015
S 3.62 -1.04 1.60 1.009
C -1.08 -1.33 1.60 -0.395
C 1.21 -0.52 1.09 -0.384
C 1.81 5.40 -3.50 -0.382
C 0.67 4.61 -3.57 -0.168
C 0.74 3.45 -2.72 -0.112
C 1.96 3.38 -2.08 -0.474
C 3.76 2.06 -0.87 -0.100
C 3.35 0.30 0.49 -0.538
C 1.50 1.44 -0.53 0.057
C 2.41 2.31 -1.15 -0.199
C 1.99 0.44 0.31 -0.183
N -0.13 -0.52 0.95 0.152
C -5.31 -1.66 0.52 -0.204
C -4.31 -1.32 -0.62 -0.181
C -4.89 -1.16 1.87 -0.222
C -2.84 -1.56 -0.19 -0.149
C -3.47 -1.61 2.26 -0.148
C -2.51 -0.99 1.22 -0.241
H 1.97 6.28 -4.05 0.044
H -0.12 4.89 -4.21 0.084
H -0.09 2.71 -2.68 0.120
H 4.52 2.65 -1.32 0.088
H 0.42 1.60 -0.62 0.112
H -0.54 0.18 0.32 0.131
H -6.29 -1.24 0.28 0.107
H -5.41 -2.76 0.59 0.119
H -4.38 -0.26 -0.88 0.111
H -4.49 -1.89 -1.51 0.094
H -4.90 -0.10 1.84 0.100
H -5.59 -1.46 2.64 0.110
H -2.66 -2.66 -0.18 0.134
H -2.21 -1.11 -0.99 0.114
H -3.41 -2.72 2.29 0.133
H -3.25 -1.31 3.29 0.120
H -2.57 0.11 1.23 0.149